DFT (the ωB97M-V functional and the def2-TZVPD basis) results for C5H9NO as an isolated structure.

Results
Relative energy (zero: lowest compared OMol25 entry of this formula, charge and spin) (eV): 6.6372
Frontier orbital gap (eV): 8.60
Multiplicity: 1
HOMO (eV): -7.8
Strongest force on any atom (eV/Å): 0.52

The geometry in XYZ format:
```
16
Properties=species:S:1:pos:R:3:nbo_charge:R:1
O 0.499 1.350 2.030 -0.6994
C 0.896 0.725 0.837 0.0759
C 0.613 -0.799 0.759 -0.2485
C 0.351 -0.280 -1.011 -0.0283
C -0.757 -0.996 -1.637 -0.3126
N -0.886 -1.258 -0.214 -0.4946
C 0.185 1.118 -0.467 -0.4950
H -0.467 1.334 2.068 0.4588
H 1.973 0.886 0.744 0.1966
H 0.015 -1.076 1.645 0.1871
H 1.454 -1.485 0.690 0.2324
H -0.566 -1.877 -2.250 0.1977
H -1.582 -0.379 -1.999 0.1969
H -1.568 -0.597 0.167 0.3390
H 0.701 1.879 -1.061 0.2325
H -0.862 1.456 -0.302 0.1614
```

DFT (the ωB97M-V functional and the def2-TZVPD basis) results for C21H46MnNO2P3 as an isolated structure at a distorted geometry.

Results
Relative energy (zero: lowest compared OMol25 entry of this formula, charge and spin) (eV): 0.0000
Frontier orbital gap (alpha / beta) (eV): 6.68 / 5.24
Expectation value of S²: 6.06
Multiplicity: 5
Total charge: +3
HOMO (alpha / beta) (eV): -15.9 / -15.8
Strongest force on any atom (eV/Å): 1.48

The geometry in XYZ format:
```
74
Properties=species:S:1:pos:R:3:lowdin_spin:R:1
Mn -0.613 0.423 0.233 3.0032
P 2.004 -1.230 1.119 0.0223
P 1.159 2.293 -0.336 -0.0194
P -1.271 -2.166 -0.447 -0.0075
H -0.834 2.085 -8.238 -0.0004
C -1.772 1.544 -8.058 0.0060
C -2.839 2.112 -7.480 0.0136
H -2.873 3.169 -7.188 0.0005
C 3.356 -2.117 0.323 0.0052
C 2.687 0.118 2.075 0.0007
C 1.127 -2.351 2.213 0.0014
C 0.503 3.457 -1.585 -0.0017
C 1.581 3.428 1.039 0.0006
C 2.787 1.874 -1.083 -0.0057
C -2.557 -2.208 -1.751 -0.0008
C -2.029 -3.297 0.792 0.0017
C 0.023 -3.242 -1.209 -0.0026
H -1.836 0.530 -8.480 -0.0002
H -3.768 1.537 -7.358 0.0005
H 4.025 -2.545 1.084 0.0013
H 3.929 -1.430 -0.313 0.0000
H 2.964 -2.924 -0.308 0.0001
H 3.168 -0.316 2.964 0.0004
H 1.880 0.786 2.394 -0.0002
H 3.420 0.719 1.523 0.0000
H 1.700 -3.285 2.296 0.0002
H 0.121 -2.575 1.829 0.0000
H 1.024 -1.920 3.214 0.0001
H 1.050 4.405 -1.527 -0.0006
H -0.561 3.634 -1.397 0.0000
H 0.607 3.030 -2.587 0.0014
H 2.642 3.697 1.010 0.0000
H 1.357 2.949 1.996 -0.0001
H 0.971 4.332 0.954 -0.0001
H 3.377 2.793 -1.193 -0.0011
H 2.638 1.426 -2.072 0.0001
H 3.346 1.164 -0.466 0.0000
H -3.111 -3.151 -1.694 -0.0001
H -2.104 -2.097 -2.741 0.0008
H -3.241 -1.370 -1.585 0.0000
H -2.880 -3.817 0.338 0.0000
H -2.396 -2.694 1.629 0.0001
H -1.314 -4.036 1.166 0.0001
H -0.454 -4.044 -1.787 -0.0006
H 0.670 -3.691 -0.445 0.0001
H 0.645 -2.647 -1.887 0.0003
C -1.222 0.718 -2.721 0.1121
C -0.017 0.153 -3.243 0.1318
C 0.054 -0.141 -4.599 0.0340
C -1.063 0.046 -5.410 0.2311
C -2.213 0.662 -4.912 0.0001
C -2.283 1.059 -3.595 0.1143
O -1.441 0.868 -1.445 0.2755
H 1.122 -0.722 0.054 0.0109
H 0.827 -0.066 -2.586 0.0063
H 0.975 -0.528 -5.025 -0.0018
H -1.031 -0.241 -6.456 0.0077
H -3.047 0.918 -5.553 -0.0031
H -3.156 1.550 -3.166 0.0032
C -1.912 1.153 5.563 0.0005
N -1.030 0.788 4.461 0.0062
C 0.314 0.311 4.801 0.0009
C -1.432 0.923 3.198 0.0041
C -2.787 1.479 2.879 0.0026
O -0.647 0.557 2.261 0.0421
H -1.439 0.877 6.505 0.0000
H -2.872 0.631 5.468 0.0002
H -2.111 2.231 5.559 0.0002
H 0.810 -0.053 3.893 0.0002
H 0.909 1.115 5.253 0.0002
H 0.250 -0.489 5.547 0.0001
H -2.695 2.302 2.156 0.0007
H -3.422 0.700 2.426 0.0002
H -3.299 1.864 3.770 0.0001
```

DFT (the ωB97M-V functional and the def2-TZVPD basis) results for a 20-piece molecular cluster, C20H40Cl40 overall at a distorted geometry.

Results
Relative energy (zero: lowest compared OMol25 entry of this formula, charge and spin) (eV): 0.1267
Frontier orbital gap (eV): 10.54
Multiplicity: 1
HOMO (eV): -10.3
Strongest force on any atom (eV/Å): 2.45

The geometry in XYZ format:
```
100
Properties=species:S:1:pos:R:3:lowdin_charge:R:1
C -4.800 17.761 10.835 -0.9864
Cl -4.736 18.486 12.487 0.4973
Cl -6.450 17.313 10.427 0.5310
H -4.486 18.484 10.120 -0.0166
H -4.268 16.806 10.801 0.0322
C 4.835 16.240 11.015 -1.0821
Cl 3.977 17.722 11.125 0.5318
Cl 5.361 15.832 9.374 0.5079
H 5.716 16.406 11.618 0.0211
H 4.214 15.388 11.296 -0.0004
C -3.225 20.537 18.247 -0.9987
Cl -2.137 21.933 18.595 0.5420
Cl -4.884 20.864 18.780 0.5311
H -3.196 20.532 17.157 -0.0755
H -2.810 19.630 18.701 -0.0138
C -1.238 18.423 10.717 -1.0451
Cl -1.555 18.665 9.015 0.5086
Cl 0.378 17.649 10.728 0.4458
H -1.200 19.347 11.292 -0.0302
H -1.948 17.713 11.137 -0.0185
C 3.031 16.554 14.825 -1.0017
Cl 3.210 14.971 14.033 0.5711
Cl 1.691 17.515 14.289 0.5611
H 2.896 16.350 15.852 -0.0029
H 3.948 17.092 14.586 -0.0262
C 2.979 17.115 20.124 -0.9677
Cl 4.203 16.407 19.098 0.5252
Cl 1.599 17.661 19.095 0.4576
H 2.564 16.443 20.833 0.0165
H 3.432 18.027 20.556 0.0330
C 3.254 20.242 7.164 -0.9854
Cl 3.738 21.930 7.354 0.5291
Cl 1.652 20.151 6.391 0.5024
H 3.940 19.657 6.560 0.0316
H 3.183 19.799 8.138 0.0019
C -5.761 17.424 15.761 -0.9783
Cl -4.645 18.829 15.619 0.4711
Cl -5.176 16.098 16.740 0.5682
H -6.594 17.908 16.245 0.0174
H -6.001 17.124 14.733 0.0122
C -0.368 14.497 14.201 -1.0082
Cl -0.973 12.804 14.214 0.4898
Cl -0.914 15.574 12.886 0.4871
H -0.720 14.938 15.129 -0.0383
H 0.725 14.456 14.185 -0.0503
C -3.662 24.026 16.204 -0.9825
Cl -5.184 24.909 15.893 0.5206
Cl -3.396 22.539 15.251 0.5366
H -2.852 24.665 15.872 0.0111
H -3.632 23.913 17.267 -0.0160
C -3.264 19.318 21.566 -0.9712
Cl -1.563 18.958 21.165 0.5485
Cl -4.435 18.153 20.938 0.5319
H -3.251 19.360 22.620 0.0124
H -3.493 20.266 21.111 -0.0180
C 3.047 23.381 12.252 -1.0711
Cl 3.110 23.628 14.026 0.5208
Cl 3.965 21.935 11.892 0.5187
H 1.996 23.184 12.049 -0.1151
H 3.409 24.240 11.664 0.0330
C -1.644 16.660 18.181 -1.0207
Cl -0.819 17.748 17.051 0.4875
Cl -1.220 14.986 17.898 0.5676
H -1.271 16.858 19.155 -0.0454
H -2.666 16.787 18.034 -0.0436
C 0.579 23.847 16.507 -1.0145
Cl 0.180 24.944 17.848 0.5261
Cl 1.640 22.471 16.988 0.5002
H -0.380 23.473 16.056 0.0080
H 1.129 24.336 15.663 -0.0320
C -1.362 24.177 11.985 -1.0413
Cl -1.838 25.054 10.539 0.5262
Cl -0.021 24.871 12.928 0.5367
H -2.207 24.163 12.679 -0.0099
H -0.956 23.199 11.611 -0.0148
C -4.838 21.913 11.827 -0.9665
Cl -3.531 21.525 10.545 0.4338
Cl -5.124 23.607 11.931 0.5717
H -5.642 21.382 11.340 0.0119
H -4.355 21.502 12.705 -0.0353
C 0.749 21.750 20.473 -0.9422
Cl 0.291 22.415 22.115 0.4447
Cl 2.611 21.631 20.342 0.3992
H 0.430 20.701 20.403 -0.0434
H 0.310 22.442 19.694 -0.0396
C -0.089 20.489 14.414 -1.0157
Cl 0.623 21.216 13.023 0.6097
Cl -1.573 19.522 14.172 0.4972
H 0.609 19.855 14.926 -0.0356
H -0.444 21.321 14.992 -0.0286
C 4.355 20.603 15.403 -0.9020
Cl 3.724 19.594 16.816 0.4405
Cl 5.083 19.557 14.104 0.4660
H 3.537 21.076 14.906 -0.0705
H 5.147 21.287 15.758 0.0455
C 0.618 22.761 8.711 -0.9219
Cl 1.502 24.106 9.527 0.5173
Cl 0.841 21.331 9.754 0.4826
H -0.481 22.958 8.788 0.0252
H 0.998 22.618 7.720 -0.0318
```

DFT (the ωB97M-V functional and the def2-TZVPD basis) results for C28H56O15Rb2S7 as an isolated structure at a distorted geometry.

Results
Frontier orbital gap (eV): 5.66
Multiplicity: 1
HOMO (eV): -7.5
Strongest force on any atom (eV/Å): 1.63

The geometry in XYZ format:
```
108
Properties=species:S:1:pos:R:3:lowdin_charge:R:1
Rb 14.525 -0.079 18.194 0.8522
Rb 11.202 -2.047 20.705 0.9067
C 13.347 -3.308 14.939 -0.0379
C 12.068 -3.599 14.378 -0.3861
C 10.858 -3.260 15.224 -0.3714
O 9.732 -3.326 14.768 0.0537
C 11.119 -2.798 16.550 -0.0223
C 12.343 -2.552 17.109 -0.4222
C 13.601 -2.800 16.189 -0.3938
O 14.752 -2.419 16.571 -0.2005
O 12.523 -2.177 18.315 -0.3598
O 11.939 -4.170 13.311 0.0659
H 14.240 -3.523 14.361 0.0897
H 10.278 -2.515 17.182 0.1019
C 17.955 -6.057 12.035 -0.2436
S 16.348 -5.991 11.205 0.8364
O 15.660 -7.258 11.539 -0.5564
C 15.636 -4.700 12.227 -0.2784
H 17.867 -6.689 12.915 0.0561
H 18.304 -5.052 12.269 0.0126
H 18.622 -6.510 11.302 0.0457
H 14.598 -4.546 11.941 0.0502
H 16.218 -3.792 12.036 0.0427
H 15.753 -4.916 13.291 0.0355
C 7.212 -1.678 13.751 -0.2661
S 7.588 -0.739 12.274 0.7907
O 8.224 -1.655 11.296 -0.5543
C 5.887 -0.533 11.745 -0.2765
H 8.041 -2.380 13.871 0.0220
H 6.317 -2.290 13.600 0.0554
H 7.140 -1.038 14.625 0.0342
H 5.326 -0.254 12.638 0.0496
H 5.535 -1.526 11.443 0.0564
H 5.771 0.125 10.893 0.0444
C 13.302 -0.249 10.809 -0.2484
S 14.422 0.547 11.975 0.8194
O 13.752 1.837 12.319 -0.5663
C 14.079 -0.539 13.384 -0.2304
H 12.324 -0.232 11.291 0.0594
H 13.561 -1.270 10.538 0.0572
H 13.308 0.392 9.929 0.0502
H 14.994 -0.492 13.978 0.0252
H 13.959 -1.558 13.029 0.0458
H 13.260 -0.102 13.937 0.0270
C 16.559 -3.706 19.598 -0.2532
S 17.869 -3.775 18.371 0.8158
O 18.997 -4.516 18.982 -0.5308
C 16.993 -4.901 17.285 -0.2709
H 15.647 -3.325 19.144 0.0326
H 16.840 -2.985 20.370 0.0533
H 16.441 -4.687 20.058 0.0615
H 16.879 -5.868 17.777 0.0694
H 17.527 -5.005 16.343 0.0444
H 16.001 -4.489 17.083 0.0266
C 12.733 -5.467 19.054 -0.2176
S 13.213 -5.569 20.792 0.8479
O 12.878 -4.230 21.405 -0.6913
C 11.976 -6.732 21.335 -0.2515
H 11.827 -4.865 19.010 0.0415
H 12.607 -6.459 18.622 0.0639
H 13.541 -4.926 18.563 0.0425
H 11.014 -6.225 21.395 0.0489
H 12.246 -7.102 22.322 0.0556
H 11.934 -7.551 20.621 0.0623
C 10.835 0.452 14.857 -0.2546
S 9.611 1.422 15.715 0.8272
O 8.310 1.254 15.036 -0.5358
C 9.587 0.470 17.247 -0.2595
H 10.589 -0.608 14.808 0.0575
H 11.779 0.609 15.392 0.0453
H 11.004 0.902 13.878 0.0614
H 10.593 0.293 17.634 0.0381
H 9.097 -0.490 17.064 0.0543
H 9.008 1.002 18.002 0.0471
C 13.315 -7.400 13.550 -0.2488
S 13.003 -6.908 15.228 0.8128
O 12.496 -8.054 16.033 -0.5445
C 14.726 -6.720 15.716 -0.2436
H 13.621 -6.538 12.968 0.0275
H 12.428 -7.856 13.116 0.0672
H 14.104 -8.153 13.545 0.0520
H 15.315 -7.530 15.286 0.0644
H 14.705 -6.824 16.800 0.0388
H 15.107 -5.743 15.428 0.0225
O 18.505 -3.114 12.645 0.0993
C 18.313 -2.351 13.543 -0.4632
O 18.686 -1.060 13.480 0.0430
C 18.294 -0.322 14.656 -0.1205
C 17.498 -1.300 15.529 -0.1611
C 17.712 -2.654 14.900 -0.0725
H 17.725 0.541 14.310 0.1219
H 19.210 0.047 15.120 0.1249
H 16.434 -1.050 15.522 0.0668
H 17.741 -1.206 16.590 0.0977
H 16.814 -3.264 14.858 0.1038
H 18.488 -3.248 15.397 0.1259
O 9.347 -6.955 19.887 0.0859
C 9.217 -6.900 18.695 -0.5079
O 9.021 -7.976 17.939 0.0397
C 9.004 -7.632 16.504 -0.0938
C 9.492 -6.191 16.446 -0.1426
C 9.134 -5.663 17.824 -0.0651
H 7.986 -7.816 16.169 0.1262
H 9.712 -8.311 16.037 0.1150
H 9.028 -5.621 15.641 0.1154
H 10.557 -6.186 16.224 0.0742
H 8.065 -5.423 17.888 0.1419
H 9.719 -4.825 18.182 0.0927
```

DFT (the ωB97M-V functional and the def2-TZVPD basis) results for an isolated ion of composition C5H10N and charge +1 at a distorted geometry.

Results
Relative energy (zero: lowest compared OMol25 entry of this formula, charge and spin) (eV): 1.0432
Frontier orbital gap (eV): 10.15
Multiplicity: 1
Total charge: +1
HOMO (eV): -15.2
Strongest force on any atom (eV/Å): 5.06
Structure (SMILES): C=C/C(C)=[NH+]/C

The geometry in XYZ format:
```
16
Properties=species:S:1:pos:R:3:nbo_charge:R:1
C -2.755 0.090 -0.028 -0.2499
C -1.660 0.824 0.022 -0.2600
C -0.122 0.266 -0.003 0.4753
C -0.068 -1.214 0.005 -0.7200
C 2.411 0.253 -0.017 -0.4387
N 1.109 0.851 -0.013 -0.4472
H -3.701 0.612 -0.017 0.2455
H -2.829 -0.983 -0.085 0.2194
H -1.702 1.903 0.077 0.2336
H -1.042 -1.675 -0.108 0.2493
H 0.353 -1.564 0.952 0.2729
H 0.579 -1.596 -0.784 0.2609
H 3.055 0.868 -0.648 0.2482
H 2.827 0.270 0.995 0.2446
H 2.421 -0.775 -0.372 0.2375
H 1.124 1.868 0.021 0.4286
```

DFT (the ωB97M-V functional and the def2-TZVPD basis) results for a 2-piece molecular cluster, C5H10O overall.

Results
Relative energy (zero: lowest compared OMol25 entry of this formula, charge and spin) (eV): 4.6380
Frontier orbital gap (eV): 9.90
Multiplicity: 1
HOMO (eV): -9.3
Strongest force on any atom (eV/Å): 0.43

The geometry in XYZ format:
```
16
Properties=species:S:1:pos:R:3:nbo_charge:R:1
C 1.552 -0.918 -0.187 -0.6055
C 0.464 -0.196 0.595 -0.2835
C 0.264 1.303 0.243 -0.4037
C -0.946 0.936 -0.649 -0.4775
C -0.907 -0.476 -0.059 0.3387
O -1.307 -1.596 -0.614 -0.7668
H 1.409 -2.000 -0.114 0.2307
H 1.526 -0.653 -1.250 0.2086
H 2.541 -0.660 0.205 0.2144
H 0.545 -0.426 1.662 0.2180
H -0.011 1.916 1.106 0.2115
H 1.104 1.779 -0.270 0.2135
H -1.865 1.521 -0.556 0.2269
H -0.693 0.833 -1.708 0.2341
H -1.789 -0.278 1.075 -0.0018
H -1.887 -1.084 0.521 0.4425
```

Look up the multiplicity of the second one.
5